Computed, not measured: C44H59IN11S2SiY as an isolated structure, with the ωB97M-V functional and the def2-TZVPD basis.

The value obtained for the LUMO energy is -0.54 eV. As for the spin multiplicity: 1. As for the charge: 0.

Positions of all 119 atoms, in Å:
Y 0.774 0.342 -0.897
C -0.109 3.483 -1.117
N -0.740 2.247 -1.605
C -2.177 2.197 -1.159
C -2.187 1.912 0.343
N -1.335 1.108 0.935
C -1.654 1.213 2.302
C -1.137 0.587 3.402
C -1.508 1.058 4.639
C -2.530 2.012 4.818
C -3.206 2.486 3.695
C -2.713 2.119 2.421
N -3.065 2.524 1.167
C 1.284 3.378 -1.541
N 1.768 2.322 -2.221
C 2.997 2.773 -2.695
C 3.871 2.190 -3.628
C 4.906 2.993 -4.077
C 5.149 4.318 -3.566
C 4.303 4.889 -2.628
C 3.262 4.085 -2.209
N 2.147 4.403 -1.421
H -0.164 3.560 -0.036
H -0.589 4.412 -1.493
H -0.697 2.133 -2.612
H -2.660 1.412 -1.760
H -2.711 3.168 -1.406
H -0.428 -0.226 3.296
H -1.097 0.620 5.546
H -2.892 2.371 5.781
H -4.017 3.165 3.719
H -3.815 3.139 0.826
H 3.649 1.227 -4.009
H 5.595 2.515 -4.761
H 5.946 4.894 -4.014
H 4.397 5.986 -2.388
H 2.019 5.230 -0.853
S 1.893 2.087 1.024
C 2.176 1.093 2.365
N 2.763 1.385 3.509
N 3.129 2.644 3.637
C 3.634 3.262 4.781
C 4.029 2.510 5.859
C 4.737 3.077 6.906
C 5.057 4.432 6.939
C 4.653 5.182 5.833
C 3.964 4.599 4.734
N 1.799 -0.237 2.384
N 1.303 -0.677 1.321
C 0.950 -2.049 1.467
C 1.939 -3.039 1.486
C 1.610 -4.391 1.496
C 0.286 -4.711 1.726
C -0.735 -3.745 1.735
C -0.430 -2.378 1.540
H 2.674 3.292 2.976
H 3.793 1.448 5.924
H 5.055 2.474 7.713
H 5.585 4.864 7.804
H 4.798 6.259 5.787
H 3.794 5.267 3.883
H 3.008 -2.748 1.440
H 2.401 -5.168 1.483
H 0.003 -5.759 1.739
H -1.738 -4.013 1.930
H -1.137 -1.578 1.499
I 3.323 -1.073 -1.534
S -5.679 -2.241 5.032
C -4.024 -2.564 5.371
N -3.500 -3.770 5.617
C -2.134 -3.725 6.037
C -1.760 -2.446 5.330
N -3.017 -1.655 5.494
H -4.147 -4.545 5.828
H -1.590 -4.575 5.679
H -2.018 -3.599 7.113
H -1.578 -2.581 4.240
H -0.932 -1.851 5.699
H -2.973 -0.833 4.971
C 0.706 -3.896 -2.774
C 0.147 -2.984 -3.870
C 1.312 -2.439 -4.684
C -0.640 -3.896 -4.859
Si -0.940 -1.480 -3.163
C -1.139 -0.297 -4.746
C -2.398 0.709 -4.636
C -1.394 -0.942 -6.184
C 0.092 0.577 -4.893
C -2.609 -2.189 -2.621
C -2.365 -3.387 -1.663
C -3.435 -1.179 -1.802
C -3.527 -2.585 -3.755
H 1.225 -4.791 -3.239
H -0.072 -4.326 -2.190
H 1.409 -3.360 -2.137
H 1.982 -3.281 -4.819
H 1.919 -1.694 -4.110
H 1.063 -2.058 -5.684
H 0.032 -4.604 -5.409
H -1.185 -3.444 -5.688
H -1.290 -4.534 -4.246
H -3.340 0.152 -4.756
H -2.306 1.446 -5.430
H -2.424 1.216 -3.681
H -2.295 -1.518 -6.070
H -0.618 -1.603 -6.489
H -1.583 -0.183 -6.924
H 0.355 1.167 -4.060
H -0.008 1.222 -5.744
H 1.013 -0.015 -5.043
H -1.599 -3.232 -0.905
H -1.956 -4.278 -2.148
H -3.291 -3.664 -1.124
H -2.907 -0.862 -0.889
H -4.393 -1.650 -1.495
H -3.746 -0.303 -2.352
H -3.060 -3.253 -4.515
H -3.884 -1.707 -4.322
H -4.455 -3.026 -3.471